[1]
DFT (ωB97M-V with the def2-TZVPD basis set) results for 2 unconnected molecules or ions with the total composition C3H10N2O3.

Geometry (Å):
N -2.5050 -1.8711 -1.4024
C -1.7723 -0.6444 -1.2855
O -1.8456 0.1358 -0.3878
O -0.9323 -0.4726 -2.3201
H -3.3732 -1.7106 -1.9022
H -2.7789 -2.1532 -0.4684
H -0.9923 -1.2685 -2.8661
N 3.1104 -0.3520 0.9504
C 2.0092 0.5711 0.7095
C 1.2404 0.8817 1.9782
O 0.2631 1.8512 1.6232
H 3.9261 -0.0989 0.4161
H 2.8726 -1.3047 0.7207
H 1.2974 0.2237 -0.0466
H 2.4037 1.5099 0.3298
H 1.9222 1.2706 2.7421
H 0.7638 -0.0264 2.3615
H -0.4148 1.8786 2.3023

Relative energy (zero: lowest compared OMol25 entry of this formula, charge and spin) = 21.8 kcal/mol
Structure (SMILES) = NC(=O)O.NCCO
2S+1 = 1
Orbital gap = 0.3551 hartree
Lowest unoccupied orbital energy = 0.0193 Ha
Strongest force on any atom = 0.3 eV/A

Löwdin population analysis, charges in e, atoms 1 to 6: number 1, N, carries 0.11; number 2, C, carries -0.63; number 3, O, carries 0.12; number 4, O, carries 0.11; number 5, H, carries 0.09; number 6, H, carries 0.09



[2]
DFT (ωB97M-V with the def2-TZVPD basis set) results for a molecular structure, C15H31BF4OsP2.

Geometry (Å):
P 0.8893 -1.5494 -2.6183
P 0.3444 1.5599 -1.9074
C 2.0763 -0.0723 -3.4227
C 1.9674 1.2976 -2.7711
H 1.8507 -0.0365 -4.5031
H 3.1004 -0.4807 -3.3128
H 2.7492 1.4302 -1.9977
H 2.0904 2.1065 -3.5073
C -0.7789 2.7809 -2.6250
H -1.0430 3.4881 -1.8347
H -1.6815 2.2254 -2.9268
H -0.3417 3.3242 -3.4730
C 0.8022 2.3222 -0.3494
H 0.9775 3.3731 -0.6004
H 1.7096 1.8501 0.0438
H -0.0279 2.2242 0.3509
C -0.3994 -2.8494 -2.9969
H -0.4143 -3.5332 -2.1095
H -0.1561 -3.4510 -3.8800
H -1.4001 -2.3540 -3.0874
C 2.2914 -2.6485 -2.4147
H 2.9518 -2.2290 -1.6501
H 2.7927 -2.6892 -3.3950
H 1.9384 -3.6337 -2.1295
Os -0.7882 -0.3195 -4.4273
C -0.1582 1.1622 -5.5743
C -1.5866 1.2639 -5.3743
C -2.6147 0.6916 -6.3141
C -2.2632 -0.7262 -6.7878
C -1.5213 -1.5354 -5.7468
C -0.0554 -1.5886 -5.7359
C 0.7886 -0.8757 -6.7459
C 0.4783 0.6321 -6.8237
C 0.1809 -1.2237 -0.9799
H 0.4409 1.9352 -5.0627
H -1.9310 2.1605 -4.8296
H -2.7580 1.3695 -7.1683
H -3.5879 0.6594 -5.7776
H -3.2130 -1.2391 -6.9686
H -1.7098 -0.6867 -7.7361
H -2.0595 -2.4265 -5.3821
H 0.3853 -2.5110 -5.3741
H 0.6641 -1.3543 -7.7302
H 1.8440 -1.0275 -6.4568
H 1.4355 1.1462 -6.9441
H -0.1299 0.8536 -7.7084
H 0.2397 -0.1344 -0.6827
H 0.6075 -1.8832 -0.1826
H -0.8924 -1.4729 -1.1270
F -2.2158 -0.1980 -2.8920
B -0.4735 1.2721 2.8061
F -1.1215 0.2928 3.4552
F 0.8653 1.2420 2.6424
F -1.1783 2.3078 2.2994

Relative energy (zero: lowest compared OMol25 entry of this formula, charge and spin) = 27.1 kcal/mol
Charge = +2
2S+1 = 5
Orbital gap (spin up / spin down) = 0.1968 / 0.2239 hartree
Lowest unoccupied orbital energy (spin up / spin down) = -0.2876 / -0.3603 Ha
Strongest force on any atom = 7.9 eV/A

Löwdin population analysis, charges in e, atoms 1 to 6: number 1, P, carries 0.80; number 2, P, carries 1.03; number 3, C, carries -0.27; number 4, C, carries -0.32; number 5, H, carries 0.04; number 6, H, carries 0.10



[3]
DFT (ωB97M-V with the def2-TZVPD basis set) results for 2 unconnected molecules or ions with the total composition C5H12O.

Geometry (Å):
C 1.7247 -0.7271 -1.6331
C 1.0140 0.3705 -1.6202
C -0.3127 0.5152 -0.9200
C -0.6461 -0.2891 0.3730
C -2.1567 -0.5810 0.5433
H 1.4371 -1.5342 -1.0590
H 2.6457 -0.8295 -2.2142
H 1.2418 1.3175 -2.1771
H -0.4745 1.5124 -0.7348
H -1.0829 0.2021 -1.7550
H -0.2244 0.2676 1.2954
H -0.0167 -1.1365 0.3484
H -2.1420 -0.6749 1.6187
H -2.6526 0.3517 0.1672
H -2.5087 -1.5865 0.1362
O 1.5549 0.9447 2.8738
H 1.3114 0.1244 2.2481
H 1.2877 1.7527 2.5092

Relative energy (zero: lowest compared OMol25 entry of this formula, charge and spin) = 50.2 kcal/mol
Structure (SMILES) = C=CCCC.O
2S+1 = 1
Orbital gap = 0.3918 hartree
Lowest unoccupied orbital energy = 0.0327 Ha
Strongest force on any atom = 4.8 eV/A

Löwdin population analysis, charges in e, atoms 1 to 6: number 1, C, carries -0.01; number 2, C, carries -0.19; number 3, C, carries -0.23; number 4, C, carries -0.27; number 5, C, carries -0.10; number 6, H, carries 0.02



[4]
DFT (ωB97M-V with the def2-TZVPD basis set) results for C3H5NO2 in the gas phase.

Geometry (Å):
N -1.8873 -0.4718 0.0879
C -0.7304 0.3069 0.0384
O -0.8423 1.4902 -0.2176
C 0.6812 -0.0312 0.5499
C 1.6934 -0.0126 -0.5821
O 2.6625 -0.7282 -0.6233
H -2.0945 -1.3681 -0.3384
H -2.6877 0.1490 0.1168
H 0.7904 -0.9150 1.1716
H 0.9322 0.8493 1.1772
H 1.4826 0.7315 -1.3804

Relative energy (zero: lowest compared OMol25 entry of this formula, charge and spin) = 24.7 kcal/mol
Structure (SMILES) = NC(=O)CC=O
2S+1 = 1
Orbital gap = 0.3903 hartree
Lowest unoccupied orbital energy = 0.0234 Ha
Strongest force on any atom = 1.1 eV/A

Löwdin population analysis, charges in e, atoms 1 to 6: number 1, N, carries 0.14; number 2, C, carries -0.51; number 3, O, carries 0.05; number 4, C, carries -0.07; number 5, C, carries -0.25; number 6, O, carries 0.05



[5]
DFT (ωB97M-V with the def2-TZVPD basis set) results for 2 unconnected molecules or ions with the total composition C5H11NO.

Geometry (Å):
C -1.3806 -1.1011 1.3212
C -1.0814 -0.7380 -0.0967
C -0.8666 0.5531 -0.5046
N -1.0800 1.6663 0.3116
H -0.7060 -0.5651 1.9932
H -1.2593 -2.1701 1.4846
H -2.4032 -0.8116 1.5740
H -1.1984 -1.5045 -0.8502
H -0.8741 0.7698 -1.5660
H -0.7233 2.5234 -0.0863
H -0.6786 1.5394 1.2360
C 1.9883 0.0651 -1.2857
C 1.3063 -0.0525 0.0526
O 1.4353 0.7148 0.9947
H 1.4352 -0.4839 -2.0454
H 2.0743 1.1125 -1.5682
H 2.9836 -0.3727 -1.2109
H 1.0285 -1.1450 0.2461

Relative energy (zero: lowest compared OMol25 entry of this formula, charge and spin) = 53.9 kcal/mol
Structure (SMILES) = C/C=C\N.CC=O
2S+1 = 1
Orbital gap = 0.3378 hartree
Lowest unoccupied orbital energy = 0.0378 Ha
Strongest force on any atom = 3.2 eV/A

Löwdin population analysis, charges in e, atoms 1 to 6: number 1, C, carries -0.09; number 2, C, carries -0.19; number 3, C, carries -0.27; number 4, N, carries 0.07; number 5, H, carries 0.07; number 6, H, carries 0.07



[6]
DFT (ωB97M-V with the def2-TZVPD basis set) results for a molecular structure, C16H12IN3NaO3S.

Geometry (Å):
Na -0.9270 0.3500 -1.2604
C -4.4404 -0.2146 0.6917
C -3.5840 -0.8350 1.7574
N -4.1941 -1.3566 2.8267
C -3.4085 -1.9252 3.7499
C -2.0317 -1.9930 3.6731
C -1.2835 -2.6433 4.7938
O -0.5888 -1.7135 5.6491
C -1.3452 -1.4196 2.5624
C 0.0860 -1.4432 2.5117
N 0.8640 -0.7837 1.6311
C 2.1836 -1.0048 1.6186
C 2.8806 -2.0779 2.2657
C 4.2529 -2.2228 2.1797
C 5.0406 -1.3353 1.4508
C 4.3985 -0.2849 0.7832
C 3.0338 -0.1371 0.8644
I 2.1121 1.4405 -0.1554
C -2.1806 -0.8281 1.5398
O -1.6896 -0.3668 0.4471
H -5.4913 -0.3588 0.9459
H -4.2314 -0.6521 -0.2877
H -4.2352 0.8550 0.5853
H -3.9116 -2.3589 4.6123
H -0.5627 -3.3744 4.4074
H -1.9812 -3.1748 5.4430
H -0.1936 -1.0604 5.0584
H 0.5778 -1.9870 3.3208
H 2.3013 -2.8120 2.8109
H 4.7230 -3.0613 2.6857
H 6.1148 -1.4549 1.3862
H 4.9741 0.4185 0.1935
S -0.2811 -2.9402 -0.3201
C -0.1110 -2.1212 -1.5687
O -1.7650 3.2103 -4.7924
C -1.5770 2.4388 -3.8721
N -1.4004 1.6851 -2.9748

Relative energy (zero: lowest compared OMol25 entry of this formula, charge and spin) = 3.2 kcal/mol
Charge = -2
2S+1 = 2
Orbital gap (spin up / spin down) = 0.1354 / 0.2033 hartree
Lowest unoccupied orbital energy (spin up / spin down) = 0.1534 / 0.1530 Ha
Strongest force on any atom = 1.1 eV/A

Löwdin population analysis, charges in e, atoms 1 to 6: number 1, Na, carries 0.17; number 2, C, carries -0.06; number 3, C, carries -0.29; number 4, N, carries 0.05; number 5, C, carries -0.18; number 6, C, carries -0.20